{"formula": "C9H19N2", "method": "ωB97M-V with the def2-TZVPD basis set", "elements": ["C", "C", "C", "C", "C", "C", "C", "C", "C", "N", "N", "H", "H", "H", "H", "H", "H", "H", "H", "H", "H", "H", "H", "H", "H", "H", "H", "H", "H", "H"], "xyz": [[-1.27229, 0.36416, -1.20561], [-2.13573, -0.11774, -0.35988], [1.94382, -0.37841, 0.37403], [2.78256, -2.14295, -1.01536], [1.25817, 3.31848, 0.21449], [-3.69030, 0.04623, 1.44736], [-3.37756, -2.10724, 0.30636], [3.24657, -1.02012, -0.10582], [2.01016, 2.05033, -0.18891], [1.42708, 0.76244, 0.36269], [-3.07697, -0.67160, 0.35722], [-1.60078, 0.90184, -2.13770], [1.27932, -1.11020, 0.71918], [2.54819, -1.76314, -2.06187], [3.54225, -2.96435, -1.12630], [1.81966, -2.58622, -0.59587], [0.55608, 2.86749, 0.94063], [1.75441, 4.11486, 0.85927], [0.73345, 3.86311, -0.61714], [-4.66467, 0.49739, 1.04882], [-3.96987, -0.57040, 2.30382], [-3.14959, 0.98254, 1.68506], [-4.29292, -2.05908, -0.27027], [-2.49536, -2.60647, -0.09821], [-3.56402, -2.45587, 1.30353], [3.79148, -1.24434, 0.76841], [3.84496, -0.30304, -0.71204], [3.16256, 1.99616, -0.24607], [1.82034, 1.84866, -1.22904], [-0.23099, 0.48749, -0.72076]], "e_above_lowest_ev": 5.052, "total_energy_ha": -463.43816, "charge": 1}

---

{"formula": "C16H10Br2N2O6RuS2", "method": "ωB97M-V with the def2-TZVPD basis set", "elements": ["Ru", "O", "S", "O", "O", "C", "C", "C", "C", "C", "C", "S", "O", "O", "O", "H", "H", "H", "H", "Br", "C", "C", "C", "N", "C", "C", "C", "C", "C", "Br", "C", "C", "N", "H", "H", "H", "H", "H", "H"], "xyz": [[-0.34336, -0.12435, 0.01677], [-1.56260, 2.50764, -2.57504], [-0.61117, 1.74189, -1.87267], [-0.71933, 0.24636, -2.01696], [-0.62023, 1.90625, -0.37094], [1.03693, 2.20340, -2.40204], [1.06176, 3.20798, -3.36213], [2.28472, 3.67898, -3.81841], [3.46434, 3.15219, -3.32782], [3.44338, 2.14123, -2.37116], [2.22654, 1.67281, -1.90664], [2.36550, 0.37284, -0.63737], [1.52862, -0.76607, -1.11332], [3.74275, 0.10170, -0.46627], [1.64365, 0.88013, 0.56448], [0.12630, 3.59703, -3.73631], [2.30319, 4.46340, -4.56216], [4.41831, 3.51815, -3.68156], [4.35685, 1.71065, -1.98934], [-2.34739, -0.12745, 6.29128], [-1.72459, -0.12903, 4.53213], [-1.07736, 0.99275, 4.01652], [-0.64504, 0.96355, 2.71172], [-0.83685, -0.12263, 1.93867], [-1.45179, -1.23161, 2.43430], [-1.90624, -1.26177, 3.72965], [-1.54554, -2.32342, 1.45141], [-2.11202, -3.55635, 1.65835], [-2.11229, -4.48451, 0.60948], [-2.89635, -6.15420, 0.86659], [-1.52669, -4.15184, -0.61094], [-0.97627, -2.89967, -0.75648], [-0.99174, -2.00532, 0.24848], [-0.91419, 1.87280, 4.62185], [-0.13097, 1.80158, 2.25695], [-2.39574, -2.13669, 4.13207], [-2.55292, -3.81623, 2.60983], [-1.49812, -4.85389, -1.43166], [-0.50405, -2.58825, -1.68130]], "e_above_lowest_ev": 0.000, "total_energy_ha": -7215.28786, "s_squared": 6.024, "charge": 2, "multiplicity": 5}

---

{"formula": "C32H26BF13IMnN10O4S2", "method": "ωB97M-V with the def2-TZVPD basis set", "elements": ["Mn", "N", "C", "C", "C", "C", "C", "C", "S", "O", "O", "N", "C", "N", "C", "C", "C", "N", "H", "H", "H", "H", "H", "H", "H", "H", "H", "N", "N", "N", "C", "N", "N", "H", "H", "H", "F", "C", "F", "F", "C", "O", "C", "F", "F", "F", "C", "F", "F", "F", "F", "B", "F", "F", "F", "O", "S", "C", "C", "C", "C", "C", "C", "C", "C", "C", "C", "C", "C", "H", "H", "H", "H", "H", "H", "H", "H", "H", "H", "I", "C", "C", "C", "C", "N", "C", "H", "H", "H", "H"], "xyz": [[-0.06959, 1.82058, -0.72715], [0.04984, -4.46525, 5.14378], [-0.01904, -3.18636, 4.59379], [-1.20444, -2.45045, 4.65309], [-1.25797, -1.15504, 4.16687], [-0.12938, -0.58622, 3.59158], [1.05348, -1.31104, 3.52953], [1.11046, -2.60220, 4.02243], [-0.10180, 1.11397, 3.04750], [1.29351, 1.45404, 2.97960], [-0.96242, 1.86692, 3.92155], [-0.63358, 1.11174, 1.51671], [-1.93984, 0.96008, 1.23680], [-2.85793, 0.48342, 2.10125], [-4.09538, 0.35734, 1.65195], [-4.48198, 0.66417, 0.35630], [-3.47346, 1.12326, -0.47522], [-2.23115, 1.27051, -0.05606], [-0.82407, -4.94984, 5.25322], [0.80146, -5.04657, 4.81473], [-2.08436, -2.89847, 5.10266], [-2.16539, -0.57193, 4.21683], [1.93285, -0.84912, 3.10018], [2.04012, -3.15841, 3.97140], [-4.81772, -0.02533, 2.36910], [-5.49995, 0.55537, 0.01448], [-3.66245, 1.38467, -1.51027], [-0.86596, 6.29552, 1.24889], [-0.79040, 5.52573, 0.10336], [-0.18047, 5.94478, -0.97917], [-0.31217, 4.88917, -1.76829], [-0.99893, 3.90401, -1.17446], [-1.31689, 4.34910, 0.02952], [0.02339, 6.78398, 1.30603], [-0.91292, 5.64117, 2.02531], [0.10870, 4.81795, -2.75428], [1.86981, 1.21599, -5.08036], [0.75304, 1.94855, -5.19797], [1.12306, 3.23032, -5.10769], [0.29023, 1.76136, -6.44568], [-0.26149, 1.58469, -4.05883], [0.26946, 1.92861, -2.89532], [-0.55597, 0.04762, -4.14253], [0.51899, -0.65188, -3.76772], [-0.89231, -0.39433, -5.37033], [-1.56596, -0.27995, -3.32598], [-1.60857, 2.34131, -4.34316], [-1.40172, 3.65732, -4.49084], [-2.45870, 2.19497, -3.32297], [-2.25064, 1.92332, -5.44915], [3.29698, 3.74421, 1.22098], [2.22788, 4.35344, 0.58735], [2.59598, 4.86023, -0.66224], [1.64256, 5.35329, 1.37225], [1.19961, 3.34954, 0.34446], [-0.08827, -0.61748, -0.80105], [-0.67754, -1.56000, 0.19296], [-1.60064, -2.79882, -0.73257], [-1.10342, -3.29914, -1.92504], [-1.86414, -4.20708, -2.64095], [-3.10683, -4.60907, -2.16148], [-3.59462, -4.10187, -0.96657], [-2.84041, -3.18252, -0.24847], [0.67862, -2.63049, 0.69540], [0.46846, -3.58733, 1.67667], [1.53294, -4.37310, 2.08513], [2.79286, -4.18106, 1.52918], [2.98995, -3.20862, 0.55893], [1.92560, -2.42366, 0.13480], [-0.14125, -2.96343, -2.28787], [-1.49209, -4.60007, -3.57822], [-3.70171, -5.31285, -2.72967], [-4.56527, -4.40977, -0.59969], [-3.21191, -2.75301, 0.67534], [-0.51372, -3.70704, 2.12057], [1.38593, -5.12738, 2.84808], [3.62729, -4.78543, 1.86173], [3.97421, -3.05350, 0.13660], [2.04510, -1.64944, -0.61361], [4.82627, -0.26785, 2.26618], [4.07667, 0.58875, 0.51474], [4.94328, 1.07664, -0.44579], [4.39618, 1.61860, -1.59663], [3.01952, 1.62202, -1.74755], [2.19685, 1.15024, -0.81305], [2.71144, 0.66427, 0.31598], [6.01393, 1.04388, -0.29661], [5.02921, 2.04315, -2.36318], [2.54072, 2.00741, -2.63655], [2.01042, 0.36521, 1.08449]], "e_above_lowest_ev": 0.516, "total_energy_ha": -5652.14903, "s_squared": 8.752, "charge": -1, "multiplicity": 6}

---

{"formula": "C3H6Cl2OS", "method": "ωB97M-V with the def2-TZVPD basis set", "elements": ["C", "C", "C", "O", "S", "Cl", "Cl", "H", "H", "H", "H", "H", "H"], "xyz": [[3.85901, 0.05029, 0.03835], [-3.22211, 0.47488, 0.21390], [2.63546, 0.28676, 0.46618], [-2.22507, -1.69161, -0.97469], [-2.45304, -1.11982, 0.54683], [-2.05113, 1.76443, -0.23613], [1.24290, 0.04964, -0.50353], [-1.32117, -1.52097, -1.26914], [4.69963, 0.22144, 0.68735], [4.06571, -0.31331, -0.95227], [-3.71212, 0.78218, 1.13455], [-3.92454, 0.36286, -0.60684], [2.40646, 0.65323, 1.45544]], "e_above_lowest_ev": 0.000, "total_energy_ha": -1511.66541}